{"formula": "C37H40CdOP2", "method": "ωB97M-V/def2-TZVPD", "species": ["Cd", "C", "C", "C", "C", "C", "C", "C", "C", "C", "H", "H", "H", "H", "H", "H", "H", "H", "H", "H", "H", "H", "H", "H", "H", "P", "P", "C", "C", "C", "C", "C", "C", "C", "C", "C", "C", "C", "C", "C", "C", "C", "C", "C", "C", "C", "C", "C", "C", "C", "C", "C", "C", "H", "H", "H", "H", "H", "H", "H", "H", "H", "H", "H", "H", "H", "H", "H", "H", "H", "H", "H", "H", "H", "H", "C", "C", "O", "H", "H", "H"], "coordinates": [[-3.204, -0.973, -0.994], [-3.911, -3.667, 3.771], [-3.046, -2.664, 3.902], [-1.604, -2.836, 4.281], [-0.633, -3.105, 3.108], [-0.737, -4.510, 2.541], [-1.510, -5.552, 2.896], [-2.342, -5.733, 4.155], [-3.760, -5.093, 4.178], [-3.530, -3.166, -0.975], [-4.922, -3.430, 3.439], [-3.379, -1.633, 3.698], [-1.522, -3.637, 5.024], [-1.256, -1.915, 4.778], [-0.788, -2.384, 2.277], [0.400, -2.876, 3.445], [-0.186, -4.592, 1.598], [-1.426, -6.464, 2.258], [-1.793, -5.451, 5.083], [-2.469, -6.826, 4.283], [-4.446, -5.686, 3.555], [-4.111, -5.238, 5.219], [-4.579, -3.352, -1.355], [-3.392, -3.777, -0.048], [-2.871, -3.640, -1.740], [0.514, 3.433, -1.086], [2.344, 1.486, -2.824], [2.137, 2.891, -0.438], [2.973, 2.194, -1.271], [0.634, 5.247, -0.795], [1.547, 5.836, 0.089], [1.591, 7.221, 0.250], [0.737, 8.043, -0.486], [-0.135, 7.476, -1.426], [-0.178, 6.089, -1.592], [-0.504, 2.750, 0.296], [-0.644, 1.349, 0.400], [-1.392, 0.803, 1.444], [-1.986, 1.639, 2.399], [-1.857, 3.027, 2.280], [-1.151, 3.583, 1.211], [3.883, 1.883, -3.797], [4.183, 3.238, -4.058], [5.348, 3.593, -4.743], [6.233, 2.594, -5.169], [5.957, 1.249, -4.910], [4.767, 0.896, -4.261], [2.607, -0.303, -2.450], [2.041, -1.241, -3.340], [2.275, -2.608, -3.163], [3.067, -3.047, -2.091], [3.608, -2.120, -1.198], [3.351, -0.757, -1.356], [2.402, 3.152, 0.607], [4.055, 2.056, -1.071], [2.238, 5.209, 0.644], [2.299, 7.653, 0.957], [0.758, 9.122, -0.337], [-0.783, 8.127, -2.024], [-0.839, 5.658, -2.350], [-0.154, 0.695, -0.334], [-1.530, -0.285, 1.510], [-2.551, 1.206, 3.223], [-2.304, 3.685, 3.019], [-1.073, 4.665, 1.094], [3.499, 4.013, -3.705], [5.560, 4.647, -4.949], [7.136, 2.872, -5.703], [6.660, 0.469, -5.225], [4.553, -0.162, -4.102], [1.419, -0.896, -4.174], [1.839, -3.334, -3.856], [3.244, -4.112, -1.944], [4.227, -2.445, -0.363], [3.736, -0.046, -0.633], [-5.912, -3.824, 0.601], [-5.470, -2.447, 0.401], [-5.874, -1.357, 0.612], [-5.156, -4.352, 1.250], [-5.951, -4.368, -0.367], [-6.965, -3.848, 0.928]], "homo_ev": [-6.634, -6.408], "gap_ev": [6.172, 7.045], "e_lumo_ev": [-0.4617, 0.6378], "total_charge": 0}

{"formula": "C37H40F5O4P2STe5Ti", "method": "ωB97M-V/def2-TZVPD", "species": ["Ti", "Te", "Te", "Te", "Te", "O", "P", "C", "P", "O", "C", "C", "C", "C", "C", "C", "C", "C", "C", "C", "C", "C", "C", "C", "C", "C", "C", "C", "C", "C", "C", "C", "C", "C", "H", "H", "H", "H", "H", "H", "H", "H", "H", "H", "H", "H", "H", "H", "H", "H", "H", "H", "H", "H", "H", "H", "C", "S", "C", "O", "H", "H", "H", "H", "H", "H", "C", "C", "C", "C", "C", "C", "C", "C", "C", "C", "H", "H", "H", "H", "H", "H", "H", "H", "H", "H", "H", "H", "F", "Te", "F", "F", "F", "F", "O"], "coordinates": [[0.326, 1.310, 1.417], [0.708, 4.738, 2.483], [0.727, 7.370, 2.508], [-0.710, 6.100, -1.726], [-0.535, 3.988, -0.095], [-1.504, 0.533, 0.042], [-1.952, -0.835, -0.330], [-0.682, -1.703, -1.319], [0.867, -1.780, -0.380], [1.095, -0.542, 0.400], [2.196, -2.071, -1.558], [2.006, -2.585, -2.836], [3.091, -2.756, -3.683], [4.365, -2.415, -3.251], [4.559, -1.909, -1.972], [3.478, -1.737, -1.123], [0.785, -3.224, 0.683], [0.928, -3.006, 2.051], [0.883, -4.095, 2.914], [0.708, -5.376, 2.416], [0.576, -5.590, 1.046], [0.617, -4.513, 0.178], [-3.377, -0.752, -1.432], [-3.278, 0.121, -2.517], [-4.354, 0.288, -3.372], [-5.535, -0.409, -3.145], [-5.643, -1.264, -2.058], [-4.566, -1.433, -1.197], [-2.325, -1.884, 1.071], [-2.563, -3.260, 0.974], [-2.759, -3.998, 2.125], [-2.712, -3.373, 3.373], [-2.477, -2.014, 3.474], [-2.291, -1.268, 2.316], [-0.509, -1.083, -2.204], [-1.031, -2.689, -1.633], [1.010, -2.831, -3.186], [2.941, -3.138, -4.685], [5.210, -2.533, -3.918], [5.550, -1.629, -1.640], [3.615, -1.319, -0.133], [1.045, -1.996, 2.439], [0.984, -3.923, 3.978], [0.675, -6.220, 3.095], [0.445, -6.594, 0.661], [0.528, -4.678, -0.891], [-2.374, 0.701, -2.664], [-4.278, 0.979, -4.201], [-6.379, -0.269, -3.809], [-6.570, -1.789, -1.869], [-4.656, -2.082, -0.335], [-2.572, -3.755, 0.008], [-2.925, -5.066, 2.059], [-2.841, -3.967, 4.270], [-2.395, -1.503, 4.426], [-2.064, -0.218, 2.401], [-2.366, 3.591, 4.286], [-2.605, 2.151, 3.255], [-3.584, 3.032, 1.998], [-1.359, 1.924, 2.405], [-3.356, 3.836, 4.675], [-1.957, 4.410, 3.697], [-1.697, 3.285, 5.082], [-4.537, 3.334, 2.438], [-3.756, 2.326, 1.185], [-3.042, 3.895, 1.613], [3.363, 1.920, -0.227], [2.370, 2.853, -0.938], [2.804, 4.289, -0.627], [0.926, 2.470, -0.482], [2.414, 2.619, -2.453], [1.816, 3.536, -3.321], [1.773, 3.312, -4.688], [2.327, 2.159, -5.235], [2.925, 1.238, -4.388], [2.967, 1.469, -3.017], [3.406, 2.181, 0.828], [4.364, 2.001, -0.668], [3.034, 0.883, -0.272], [2.980, 4.407, 0.441], [2.066, 5.036, -0.922], [3.734, 4.507, -1.163], [0.463, 1.856, -1.265], [1.349, 4.430, -2.923], [1.292, 4.044, -5.326], [2.293, 1.984, -6.304], [3.363, 0.330, -4.790], [3.435, 0.731, -2.381], [0.190, -0.240, 3.120], [1.380, 1.037, 4.351], [-1.495, 1.156, 4.912], [2.955, 1.949, 5.061], [1.241, -0.067, 5.991], [2.615, -0.373, 4.002], [1.853, 1.441, 2.405]], "homo_ev": [-0.832, -0.830], "multiplicity": 2, "gap_ev": [4.027, 4.025], "e_lumo_ev": [3.1949, 3.1948], "total_charge": -2}

{"formula": "C37H40N8O2RbS3", "method": "ωB97M-V/def2-TZVPD", "species": ["Rb", "C", "C", "C", "C", "C", "N", "C", "C", "C", "N", "C", "C", "C", "C", "C", "C", "C", "C", "N", "C", "C", "C", "N", "C", "C", "C", "C", "O", "C", "O", "H", "H", "H", "H", "H", "H", "H", "H", "H", "H", "H", "H", "H", "H", "H", "H", "H", "H", "H", "H", "H", "H", "H", "H", "H", "H", "H", "H", "N", "C", "C", "C", "C", "C", "C", "N", "C", "C", "C", "S", "C", "N", "H", "H", "H", "H", "H", "H", "H", "S", "C", "N", "C", "C", "S", "H", "H", "H", "H", "H"], "coordinates": [[0.412, -0.375, -0.006], [0.047, 7.556, -0.389], [-0.157, 6.083, -0.171], [-1.376, 5.517, -0.031], [-1.559, 4.112, 0.222], [-2.872, 3.671, 0.166], [-3.501, 2.513, 0.376], [-3.207, 1.338, 1.216], [-2.969, 0.036, 0.445], [-3.930, -0.105, -0.732], [-4.195, -1.447, -1.267], [-4.014, -1.822, -2.533], [-3.042, -1.440, -3.443], [-3.332, -1.647, -4.832], [-2.430, -1.378, -5.806], [-2.728, -1.532, -7.271], [-1.122, -0.979, -5.392], [-0.727, -0.829, -4.094], [0.713, -0.611, -3.863], [1.309, -0.448, -2.755], [2.768, -0.426, -2.795], [3.426, 0.894, -2.397], [3.415, 1.270, -0.911], [2.146, 1.848, -0.515], [2.110, 3.080, -0.230], [0.886, 3.855, 0.017], [0.967, 5.203, -0.168], [-0.400, 3.239, 0.359], [-0.494, 2.054, 0.709], [-1.697, -1.061, -3.018], [-1.361, -1.087, -1.826], [-0.907, 8.077, -0.472], [0.614, 7.747, -1.303], [0.602, 8.007, 0.436], [-2.265, 6.138, -0.096], [-3.570, 4.428, -0.182], [-4.477, 2.574, 0.138], [-4.083, 1.224, 1.859], [-2.351, 1.563, 1.837], [-3.062, -0.783, 1.161], [-1.970, 0.030, 0.045], [-3.581, 0.511, -1.559], [-4.914, 0.282, -0.443], [-4.952, -1.927, -0.807], [-4.758, -2.535, -2.882], [-4.327, -1.991, -5.103], [-3.760, -1.844, -7.433], [-2.076, -2.279, -7.730], [-2.575, -0.593, -7.808], [-0.379, -0.828, -6.172], [1.299, -0.659, -4.794], [3.137, -0.714, -3.788], [3.115, -1.203, -2.102], [3.001, 1.716, -2.979], [4.473, 0.814, -2.698], [4.248, 1.953, -0.702], [3.588, 0.361, -0.320], [3.029, 3.684, -0.244], [1.945, 5.632, -0.373], [0.592, -4.102, 3.497], [0.308, -3.191, 4.493], [0.141, -3.315, 5.868], [-0.142, -2.155, 6.566], [-0.266, -0.917, 5.914], [-0.096, -0.805, 4.547], [0.209, -1.962, 3.830], [0.470, -2.126, 2.479], [0.695, -3.404, 2.325], [1.031, -4.056, 1.059], [1.238, -5.391, 0.874], [1.645, -5.691, -0.754], [1.474, -4.024, -1.087], [1.169, -3.285, -0.068], [0.852, -5.064, 3.628], [0.228, -4.269, 6.374], [-0.277, -2.202, 7.638], [-0.500, -0.037, 6.499], [-0.194, 0.149, 4.041], [1.185, -6.193, 1.593], [1.631, -3.622, -2.081], [4.428, -2.667, 0.902], [4.060, -1.904, 2.312], [3.998, -0.578, 2.523], [3.349, -0.124, 3.747], [3.565, -1.238, 4.769], [3.684, -2.763, 3.790], [4.110, 0.028, 1.725], [2.283, 0.032, 3.571], [3.790, 0.812, 4.084], [2.726, -1.308, 5.459], [4.486, -1.092, 5.330]], "homo_ev": -9.895, "gap_ev": 7.302, "e_lumo_ev": -2.5932, "total_charge": 1}

{"formula": "C37H40OP2Zr", "method": "ωB97M-V/def2-TZVPD", "species": ["Zr", "C", "C", "C", "C", "C", "C", "C", "C", "C", "H", "H", "H", "H", "H", "H", "H", "H", "H", "H", "H", "H", "H", "H", "H", "P", "P", "C", "C", "C", "C", "C", "C", "C", "C", "C", "C", "C", "C", "C", "C", "C", "C", "C", "C", "C", "C", "C", "C", "C", "C", "C", "C", "H", "H", "H", "H", "H", "H", "H", "H", "H", "H", "H", "H", "H", "H", "H", "H", "H", "H", "H", "H", "H", "H", "C", "C", "O", "H", "H", "H"], "coordinates": [[0.459, 0.159, 3.993], [-1.672, -0.168, 5.435], [-1.970, -0.309, 4.074], [-2.588, 0.783, 3.216], [-1.646, 1.926, 2.788], [-0.619, 2.392, 3.822], [-0.918, 2.710, 5.134], [-2.192, 2.360, 5.820], [-2.289, 0.888, 6.322], [1.640, -1.301, 2.817], [-1.365, -1.071, 5.984], [-2.223, -1.335, 3.752], [-3.507, 1.209, 3.644], [-2.962, 0.299, 2.297], [-1.137, 1.652, 1.847], [-2.281, 2.780, 2.504], [0.290, 2.843, 3.379], [-0.160, 3.225, 5.742], [-3.083, 2.589, 5.203], [-2.272, 2.999, 6.722], [-1.825, 0.827, 7.321], [-3.355, 0.637, 6.512], [2.215, -1.998, 3.457], [2.372, -0.726, 2.212], [1.016, -1.888, 2.120], [-0.027, -1.826, -2.699], [1.613, 0.515, -2.861], [-0.878, -0.349, -3.331], [-0.105, 0.769, -3.371], [-0.610, -3.044, -3.965], [-1.719, -2.817, -4.797], [-2.156, -3.806, -5.689], [-1.489, -5.033, -5.758], [-0.347, -5.242, -4.971], [0.103, -4.254, -4.097], [-0.956, -2.245, -1.177], [-0.687, -1.477, -0.030], [-1.446, -1.679, 1.109], [-2.452, -2.642, 1.165], [-2.739, -3.385, 0.014], [-1.988, -3.195, -1.152], [2.431, 0.968, -4.508], [2.235, 0.143, -5.635], [2.774, 0.512, -6.875], [3.459, 1.722, -7.020], [3.606, 2.564, -5.914], [3.123, 2.176, -4.662], [1.901, 2.001, -1.842], [3.135, 2.096, -1.163], [3.402, 3.199, -0.358], [2.454, 4.225, -0.229], [1.252, 4.148, -0.938], [0.959, 3.030, -1.718], [-1.924, -0.379, -3.666], [-0.454, 1.747, -3.714], [-2.266, -1.878, -4.758], [-3.027, -3.607, -6.318], [-1.862, -5.819, -6.421], [0.188, -6.188, -5.041], [1.001, -4.411, -3.492], [0.088, -0.710, -0.038], [-1.260, -1.051, 1.980], [-3.017, -2.794, 2.087], [-3.561, -4.104, 0.021], [-2.224, -3.768, -2.052], [1.634, -0.763, -5.553], [2.641, -0.138, -7.739], [3.865, 2.019, -7.992], [4.085, 3.538, -6.023], [3.245, 2.842, -3.801], [3.882, 1.310, -1.289], [4.361, 3.271, 0.158], [2.662, 5.085, 0.406], [0.536, 4.970, -0.898], [0.012, 2.974, -2.243], [0.985, -0.279, 7.532], [1.010, -0.109, 6.059], [1.784, 0.729, 5.401], [1.131, -1.344, 7.762], [-0.021, -0.009, 7.898], [1.733, 0.313, 8.089]], "homo_ev": [-10.830, -10.837], "gap_ev": [1.959, 1.973], "e_lumo_ev": [-8.8706, -8.8632], "total_charge": 2}

Energy above the lowest of the compared OMol25 structures with the same formula, charge and spin for every record listed, in sequence, given in kcal/mol: 52.1 12.5 23.2 0.0.